No. 1
The following is a quantum chemistry calculation of 3 unconnected molecules or ions with the total composition C33H49NO6, from the Open Molecules 2025 dataset.

Results
SMILES string: Cc1ccc(Cc2ccc3c(c2COO)C(=O)N(CCCC(=O)O)C3=O)cc1.CCCCCC.CCCCCC
E_HOMO in hartree: -0.341
Electronic energy in hartree: -1792.9758
LUMO in eV: -0.462

Last column: Mulliken charge in e.
Cartesian coordinates (Å):
C1 8.4832 -4.3598 -2.3708  -1.412
C2 7.4560 -3.3642 -2.8419  0.976
C3 6.6187 -3.6371 -3.9177  -0.770
C4 5.6616 -2.7169 -4.3250  -0.323
C5 5.5128 -1.4996 -3.6708  -0.319
C6 4.4420 -0.5328 -4.0989  -0.507
C7 3.0810 -0.7731 -3.4623  1.501
C8 2.8022 -1.9736 -2.7878  -0.474
C9 1.5618 -2.2380 -2.2241  -1.517
C10 0.5747 -1.2820 -2.3694  0.146
C11 0.8351 -0.0849 -3.0223  0.569
C12 2.0782 0.2093 -3.5708  0.196
C13 2.2944 1.5470 -4.2407  -1.144
O1 2.5068 2.5961 -3.3079  -0.221
O2 3.8615 2.5094 -2.8553  -0.353
C14 -0.4282 0.7158 -2.9825  0.021
O3 -0.5759 1.8930 -3.1405  -0.562
N1 -1.5018 -0.1796 -2.5941  0.192
C15 -2.3083 -0.6366 -3.7479  -0.933
C16 -3.6347 -1.2695 -3.3082  -0.041
C17 -3.9196 -2.6028 -3.9939  -0.707
C18 -4.1530 -2.5247 -5.4856  0.454
O4 -3.8862 -3.4093 -6.2422  -0.533
O5 -4.7689 -1.3665 -5.9268  -0.487
C19 -0.8471 -1.2876 -1.9425  -0.213
O6 -1.3847 -2.0462 -1.1858  -0.592
C20 6.3655 -1.2195 -2.6078  -0.166
C21 7.3214 -2.1346 -2.1990  -0.781
H1 8.4816 -5.2540 -2.9910  0.340
H2 8.2481 -4.6770 -1.3513  0.309
H3 9.4807 -3.9220 -2.3438  0.351
H4 6.7070 -4.5762 -4.4504  0.297
H5 5.0208 -2.9529 -5.1685  0.360
H6 4.3276 -0.6070 -5.1853  0.386
H7 4.7379 0.4930 -3.8866  0.526
H8 3.5699 -2.7308 -2.6950  0.372
H9 1.3747 -3.1666 -1.7014  0.543
H10 1.3858 1.8459 -4.7642  0.551
H11 3.1085 1.5191 -4.9643  0.432
H12 3.7531 2.1397 -1.9670  0.345
H13 -1.7178 -1.3498 -4.3443  0.466
H14 -2.4831 0.2395 -4.3744  0.557
H15 -4.4447 -0.5643 -3.4957  0.422
H16 -3.6170 -1.4302 -2.2310  -0.077
H17 -3.0813 -3.2857 -3.8529  0.290
H18 -4.8040 -3.0517 -3.5357  0.417
H19 -4.1151 -0.7766 -6.3191  0.327
H20 6.2855 -0.2732 -2.0844  0.405
H21 7.9699 -1.9034 -1.3617  0.379
C22 -3.7781 -0.3504 0.6025  -1.127
C23 -3.2674 0.4208 1.8159  -0.485
C24 -2.5191 -0.4560 2.8186  -0.116
C25 -3.3554 -1.5720 3.4479  -0.820
C26 -4.6137 -1.1018 4.1753  -0.435
C27 -4.3246 -0.1849 5.3594  -0.803
H22 -4.4987 -1.1202 0.8863  0.302
H23 -4.2745 0.3222 -0.0998  0.462
H24 -2.9534 -0.8337 0.0786  0.109
H25 -4.0994 0.9321 2.3089  0.329
H26 -2.5892 1.2077 1.4736  0.390
H27 -2.1066 0.1846 3.6051  -0.168
H28 -1.6584 -0.9107 2.3177  0.395
H29 -2.7242 -2.1238 4.1522  0.440
H30 -3.6407 -2.2912 2.6755  0.275
H31 -5.1561 -1.9815 4.5320  0.387
H32 -5.2847 -0.5959 3.4758  0.235
H33 -3.6855 -0.6834 6.0916  0.291
H34 -5.2495 0.1012 5.8622  0.417
H35 -3.8253 0.7335 5.0445  -0.084
C28 -2.0695 5.8388 6.2138  -1.245
C29 -1.8961 5.0722 4.9060  -0.593
C30 -2.1484 3.5717 5.0418  -0.178
C31 -1.2010 2.8417 5.9954  -0.645
C32 0.2832 2.9753 5.6590  -0.488
C33 0.6497 2.3947 4.2969  -1.078
H36 -1.3615 5.5058 6.9742  0.291
H37 -1.9089 6.9072 6.0635  0.389
H38 -3.0779 5.7051 6.6112  0.293
H39 -0.8935 5.2504 4.5076  0.274
H40 -2.5921 5.4734 4.1648  0.395
H41 -2.0937 3.1129 4.0498  -0.036
H42 -3.1752 3.4144 5.3878  0.448
H43 -1.4694 1.7797 6.0015  0.294
H44 -1.3650 3.1962 7.0169  0.374
H45 0.8607 2.4610 6.4317  0.377
H46 0.5860 4.0251 5.7032  0.254
H47 0.3882 1.3354 4.2446  0.221
H48 1.7208 2.4848 4.1102  0.398
H49 0.1314 2.9103 3.4869  0.263



No. 2
The following is a quantum chemistry calculation of 6 unconnected molecules or ions with the total composition C33H50BN3O16P2 at a distorted geometry, from the Open Molecules 2025 dataset.

Results
SMILES string: CC[C@@H](C)c1cc2nc(P(C)CC)c(B(N)O)nc2c(C)c1P(C)C.O=C1OCCO1.O=C1OCCO1.O=C1OCCO1.O=C1OCCO1.O=C1OCCO1
E_HOMO in hartree: -0.265
Electronic energy in hartree: -3363.2221
LUMO in eV: -0.232

Last column: Mulliken charge in e.
Cartesian coordinates (Å):
C1 0.8994 -1.9825 2.8574  -0.912
C2 0.1416 -0.6604 2.6604  -0.123
C3 -1.1404 -0.7457 1.7632  0.624
C4 -2.3652 -0.4014 2.6859  -1.803
C5 -1.0341 0.3374 0.6843  -0.115
C6 -1.2007 1.6165 1.0842  -0.438
C7 -1.1577 2.7196 0.2120  -0.533
N1 -1.3829 3.9560 0.7455  -0.429
C8 -1.3102 4.9036 -0.1678  0.137
P1 -1.6209 6.6493 0.4134  -0.156
C9 -1.1877 6.7763 2.2049  -0.974
C10 -3.4624 6.8569 0.2926  -0.574
C11 -3.9116 8.2925 0.6726  -1.252
C12 -0.9987 4.6979 -1.5558  0.016
B1 -0.8685 5.9020 -2.6132  0.468
N2 -1.8506 6.9614 -2.8052  -0.613
O1 0.2688 5.8420 -3.3978  -0.591
N3 -0.7928 3.4813 -2.0308  -0.539
C13 -0.8910 2.4655 -1.1281  0.486
C14 -0.7075 1.1305 -1.5998  0.642
C15 -0.4375 0.9789 -3.0892  -2.061
C16 -0.7790 0.0785 -0.7217  0.422
P2 -0.5714 -1.5964 -1.4601  0.163
C17 0.4733 -2.7256 -0.4451  -0.546
C18 -2.1900 -2.3644 -1.9063  -1.127
H1 1.7061 -1.7681 3.5742  0.397
H2 1.3883 -2.3561 1.9581  -0.240
H3 0.2910 -2.7612 3.3348  0.425
H4 -0.1493 -0.3399 3.6708  0.298
H5 0.8320 0.1131 2.3062  0.150
H6 -1.3467 -1.7471 1.3822  0.568
H7 -2.6413 -1.3117 3.2309  0.435
H8 -2.1224 0.3740 3.4156  0.392
H9 -3.1915 -0.0761 2.0460  0.360
H10 -1.3797 1.8188 2.1373  0.403
H11 -2.0304 7.2600 2.7101  0.252
H12 -0.9533 5.8096 2.6629  0.332
H13 -0.3426 7.4558 2.3407  0.371
H14 -3.9425 6.1555 0.9927  0.385
H15 -3.8460 6.6289 -0.7045  0.459
H16 -4.0258 8.4134 1.7530  0.302
H17 -4.8757 8.4721 0.1843  0.387
H18 -3.2130 9.0440 0.2835  0.323
H19 -2.7868 6.6374 -2.6027  0.280
H20 -1.6005 7.7581 -2.2266  0.356
H21 0.7272 6.6912 -3.4112  0.304
H22 -0.2356 -0.0509 -3.3738  0.628
H23 -1.3342 1.3380 -3.6101  0.319
H24 0.3990 1.6439 -3.3286  0.358
H25 0.6429 -3.6096 -1.0771  0.353
H26 0.0358 -3.0969 0.4859  0.410
H27 1.4590 -2.2704 -0.3070  -0.306
H28 -2.1341 -3.4532 -2.0046  0.408
H29 -3.0336 -2.0510 -1.2753  0.364
H30 -2.4322 -1.9916 -2.9105  0.290
O2 3.9436 -0.6553 2.4751  -0.507
C19 4.0426 0.2593 1.7204  0.360
O3 5.0842 1.1238 1.6867  -0.367
C20 4.9499 1.9195 0.5026  -0.422
C21 3.4693 1.8348 0.2166  -0.293
O4 3.1227 0.5637 0.7731  0.121
H31 5.2888 2.9373 0.6794  0.315
H32 5.5562 1.4760 -0.2897  0.270
H33 2.8969 2.6112 0.7280  0.272
H34 3.2395 1.8696 -0.8458  0.304
O5 -0.8330 -5.4506 -3.1029  -0.587
C22 -0.3769 -6.3245 -2.4338  0.775
O6 0.8652 -6.8301 -2.5850  -0.283
C23 1.1312 -7.6834 -1.4708  -0.230
C24 -0.2576 -8.0694 -1.0207  -0.312
O7 -1.0385 -6.9389 -1.4224  -0.347
H35 1.7314 -8.5383 -1.7719  0.348
H36 1.6773 -7.1156 -0.7148  0.112
H37 -0.6328 -8.9568 -1.5338  0.240
H38 -0.3256 -8.2258 0.0535  0.328
O8 -0.3934 -10.5278 -5.7425  -0.522
C25 -1.0431 -9.5509 -5.9242  0.574
O9 -1.1782 -8.5405 -5.0269  -0.222
C26 -1.8371 -7.4564 -5.6900  -0.278
C27 -2.5733 -8.1553 -6.8068  -0.354
O10 -1.7508 -9.2971 -7.0546  -0.337
H39 -2.5018 -6.9334 -5.0069  0.301
H40 -1.0835 -6.7567 -6.0550  0.265
H41 -3.5669 -8.4949 -6.5066  0.260
H42 -2.6642 -7.5423 -7.7005  0.303
O11 -1.3533 7.7070 5.0152  -0.521
C28 -0.9309 6.7780 5.6204  0.689
O12 0.3066 6.2453 5.4466  -0.317
C29 0.5273 5.3041 6.4982  -0.306
C30 -0.8787 4.9268 6.9003  -0.287
O13 -1.6203 6.1037 6.5761  -0.329
H43 1.1072 4.4553 6.1428  0.289
H44 1.0758 5.7968 7.3034  0.273
H45 -1.2710 4.0906 6.3178  0.232
H46 -0.9669 4.6927 7.9587  0.292
O14 4.5327 -5.3890 -1.7331  -0.522
C31 4.6198 -4.5312 -0.9174  0.601
O15 5.3314 -3.3831 -1.0769  -0.392
C32 5.0052 -2.5179 0.0130  -0.026
C33 4.5405 -3.4816 1.0766  -0.059
O16 4.0206 -4.5666 0.3012  -0.339
H47 5.8748 -1.9407 0.3211  0.316
H48 4.2150 -1.8319 -0.3035  0.082
H49 5.3609 -3.8501 1.6958  0.289
H50 3.7744 -3.0589 1.7210  0.014